DFT (ωB97M-V with the def2-TZVPD basis set) results for C41H48BrN3O2Ti as an isolated structure.

The HOMO energy (alpha / beta) comes out at -0.20640 / -0.20684 Eh. For the LUMO energy (alpha / beta), the calculation gives -0.103 / -0.100 eV. Its frontier orbital gap (alpha / beta) is 0.2026 / 0.2032 Ha.

Geometry as ORCA input:
```
! RIJCOSX wB97M-V def2-TZVPD def2/J DEFGRID3
* xyz 0 1
Ti -0.46804 1.54722 -0.14173
C -4.44197 -0.62936 1.38009
C -5.35245 -0.15198 0.43906
C -4.99192 0.90829 -0.36998
C -3.71432 1.44780 -0.22187
N -2.82182 0.95694 0.65470
C -3.18671 -0.04594 1.44608
C -3.21356 2.62309 -0.96042
C -3.97517 3.48259 -1.72208
C -3.35408 4.64822 -2.24254
C -2.07026 4.93812 -1.87715
C -1.33253 4.04280 -1.05193
N -1.88537 2.82497 -0.72827
C -0.09246 4.29544 -0.41434
C 0.68422 5.47266 -0.57786
C 1.80227 5.65920 0.17984
C 2.18245 4.67183 1.12272
C 1.43437 3.53437 1.20091
N 0.32973 3.31573 0.45544
H -4.69165 -1.44353 2.04455
H -6.33404 -0.59638 0.34650
H -5.67764 1.30903 -1.10055
H -2.43875 -0.39413 2.14773
H -5.02397 3.30168 -1.89108
H -3.92642 5.33452 -2.84942
H -1.61977 5.87243 -2.17744
H 0.37229 6.21638 -1.29696
H 2.39375 6.55591 0.06607
H 3.06088 4.78668 1.73965
H 1.70501 2.72046 1.86520
C -1.44302 -5.96682 1.26131
C -0.02101 -5.40982 1.39892
C 0.83042 -5.89889 0.22015
C 0.58934 -5.95541 2.68844
C -0.07283 -3.88568 1.38751
C -0.54939 -3.22210 0.25814
C -0.58809 -1.84773 0.24137
Br -1.24404 -0.99738 -1.32572
C -0.15083 -1.04512 1.30949
O -0.15032 0.27681 1.18505
C 0.30199 -1.70314 2.46610
C 0.32288 -3.10075 2.45684
C 0.75271 -1.02387 3.76896
C -0.19364 -1.46724 4.89599
C 0.74839 0.50617 3.75367
C 2.18371 -1.46811 4.10594
H -1.42142 -7.05626 1.23176
H -1.92153 -5.61644 0.34801
H -2.06331 -5.65903 2.10332
H 0.87999 -6.98829 0.21798
H 1.84657 -5.50932 0.28682
H 0.41601 -5.58390 -0.73598
H 0.62770 -7.04318 2.63954
H -0.00238 -5.68662 3.56242
H 1.60589 -5.59389 2.83773
H -0.88786 -3.76765 -0.60942
H 0.67809 -3.59227 3.34687
H -1.21602 -1.15272 4.68675
H 0.11312 -1.01264 5.83868
H -0.19739 -2.54693 5.02944
H -0.23080 0.92026 3.52208
H 1.46073 0.89837 3.03137
H 1.04330 0.85362 4.74556
H 2.27143 -2.54756 4.20698
H 2.49353 -1.01978 5.05015
H 2.87714 -1.14527 3.33128
C 3.07031 -0.29331 0.28746
C 3.48526 0.25068 -1.07335
C 3.80693 1.74309 -0.99624
C 2.54264 -0.06309 -2.21653
C 2.93615 -1.02841 -3.13403
C 2.24495 -1.23685 -4.31591
C 1.20579 -0.38078 -4.62740
C 0.76962 0.60556 -3.74704
C -0.24421 1.60202 -4.27316
C 0.14958 3.04764 -3.98235
C -1.68828 1.31119 -3.87421
C 1.35769 0.65824 -2.47077
O 0.82181 1.39967 -1.48119
H 3.88650 -0.15975 0.99931
H 2.82743 -1.35625 0.24491
H 2.19932 0.23545 0.67209
H 4.41741 -0.25811 -1.34845
H 2.92010 2.32309 -0.74281
H 4.18909 2.11246 -1.94856
H 4.56360 1.92626 -0.23239
H 3.82943 -1.60264 -2.92212
H 2.55680 -2.00309 -5.01034
H 0.72933 -0.44471 -5.59762
H -0.19284 1.48764 -5.36231
H 0.10189 3.27222 -2.91825
H -0.52026 3.72871 -4.50722
H 1.16884 3.24581 -4.31701
H -1.81602 1.37701 -2.79540
H -1.99313 0.31513 -4.19763
H -2.36683 2.03864 -4.31992
*
```



DFT (ωB97M-V with the def2-TZVPD basis set) results for C41H48F5FeNO3SSeTe as an isolated structure.

The HOMO energy (alpha / beta) comes out at -0.08222 / -0.07891 Eh. For the LUMO energy (alpha / beta), the calculation gives 3.918 / 3.915 eV. Its frontier orbital gap (alpha / beta) is 0.2262 / 0.2228 Ha.

Geometry as ORCA input:
```
! RIJCOSX wB97M-V def2-TZVPD def2/J DEFGRID3
* xyz -2 5
Fe 2.00851 0.33902 1.34789
C -5.08869 1.08802 -1.35190
C -4.98328 0.93104 0.17447
C -6.06234 -0.05905 0.61883
C -5.27193 2.28425 0.84248
C -3.57427 0.46813 0.54075
C -2.47608 1.25452 0.19976
C -1.20341 0.85249 0.53440
Se 0.34246 1.86983 0.00348
C 0.72185 0.83309 -1.58569
C 0.00360 1.13765 -2.73366
C 0.15886 0.38797 -3.88257
C 1.07055 -0.67121 -3.82536
C 1.82074 -1.00239 -2.71264
C 1.65698 -0.22588 -1.50878
O 2.29595 -0.49264 -0.40486
C 2.78055 -2.19257 -2.75306
C 2.40272 -3.19826 -1.65028
C 4.22096 -1.69778 -2.57635
C 2.72081 -2.93249 -4.09362
C -0.62601 0.64619 -5.16624
C -1.49206 -0.58029 -5.49308
C 0.34659 0.91422 -6.32596
C -1.55117 1.85986 -5.04748
C -0.91492 -0.34534 1.25303
O 0.29286 -0.57984 1.62651
C -2.03051 -1.19806 1.50784
C -3.30313 -0.74143 1.17096
C -1.93717 -2.60401 2.13153
C -2.69153 -3.59985 1.23253
C -2.58855 -2.57706 3.52385
C -0.51038 -3.14050 2.28966
H -6.09653 1.40813 -1.63789
H -4.87111 0.13675 -1.84093
H -4.37444 1.82489 -1.71984
H -7.04760 0.33314 0.35240
H -6.03679 -0.21226 1.69956
H -5.93605 -1.02379 0.12358
H -6.27767 2.63492 0.58711
H -4.55211 3.03797 0.52273
H -5.19892 2.19037 1.92770
H -2.59131 2.19055 -0.33643
H -0.68922 1.96892 -2.68557
H 1.19831 -1.27101 -4.71885
H 2.51449 -2.75489 -0.66509
H 3.05694 -4.07310 -1.69726
H 1.36470 -3.52107 -1.77737
H 4.34407 -1.20857 -1.62323
H 4.47892 -0.99103 -3.37110
H 4.91991 -2.53648 -2.60155
H 1.72109 -3.33208 -4.28448
H 3.41908 -3.77166 -4.06300
H 3.01041 -2.28445 -4.92582
H -0.87929 -1.46983 -5.64313
H -2.07929 -0.40929 -6.40200
H -2.17819 -0.77994 -4.66795
H 1.01217 0.06745 -6.49560
H 0.96183 1.78628 -6.09610
H -0.20283 1.11007 -7.25311
H -2.29668 1.71370 -4.26364
H -2.07504 2.00937 -5.99547
H -0.98089 2.76383 -4.82523
H -4.14061 -1.38477 1.41396
H -3.75811 -3.37435 1.16776
H -2.58649 -4.61438 1.62793
H -2.27875 -3.57569 0.22229
H -3.63066 -2.25203 3.47223
H -2.04275 -1.88854 4.17199
H -2.55672 -3.57554 3.97209
H 0.03257 -3.12939 1.34590
H -0.55337 -4.17169 2.65864
H 0.06144 -2.54220 2.99007
S 1.22569 3.14970 4.71347
C 1.14424 1.52569 5.32570
C 0.77877 1.10593 6.59271
C 0.82397 -0.25137 6.86993
C 1.23468 -1.15116 5.88542
C 1.58639 -0.72989 4.61789
C 1.53915 0.63219 4.31630
N 1.85936 1.21564 3.11516
C 1.84606 2.53019 3.16920
C 2.36339 3.43195 2.18679
C 2.19778 4.82145 2.32804
C 2.72212 5.70940 1.41931
C 3.44760 5.23445 0.32494
C 3.62852 3.87946 0.15027
C 3.11244 2.94346 1.06272
H 0.47614 1.82582 7.34350
H 0.56036 -0.60455 7.85941
H 1.27718 -2.20905 6.11302
H 1.92671 -1.43281 3.86960
H 1.63156 5.18429 3.17854
H 2.56727 6.77333 1.55413
H 3.85529 5.93009 -0.39860
H 4.17850 3.49622 -0.69971
F 5.00594 -2.56387 0.71522
Te 4.48647 -0.74341 1.44629
F 4.50002 0.52305 2.98372
F 4.84206 -1.82377 3.00752
F 2.69086 -1.66232 1.91158
F 6.47085 -0.47536 1.62320
O 3.29757 1.67927 0.86309
*
```



DFT (ωB97M-V with the def2-TZVPD basis set) results for a 7-piece molecular cluster, C41H48N8PS overall.

The HOMO energy comes out at -0.40034 Eh. For the LUMO energy, the calculation gives -4.179 eV. Its frontier orbital gap is 0.2468 Ha.

Geometry as ORCA input:
```
! RIJCOSX wB97M-V def2-TZVPD def2/J DEFGRID3
* xyz 1 1
C -1.01919 1.20989 2.03893
C -2.23101 1.53395 1.11675
P -2.19400 0.82616 -0.59790
C -0.77739 -0.36577 -0.77551
S -1.70331 2.32801 -2.08626
N -2.85628 3.49168 -2.18785
C -3.61966 3.80460 -1.17818
C -4.83952 3.05106 -0.74018
C -3.33091 5.11342 -0.46046
C -0.17998 3.18109 -1.63048
C 0.71129 3.45697 -2.64571
C 1.90349 4.06434 -2.32813
N 2.28031 4.39730 -1.10025
C 1.40098 4.14034 -0.14390
C 0.17221 3.55994 -0.34239
H -0.09505 0.99827 1.49565
H -0.79349 2.12398 2.60614
H -1.22972 0.45209 2.79499
H -2.38988 2.61568 1.12287
H -3.11754 1.10002 1.59670
H -0.37754 -0.68540 0.18742
H -1.23526 -1.24659 -1.23674
H -0.00558 0.01534 -1.45049
H -4.91690 3.03813 0.35040
H -5.72337 3.51384 -1.19858
H -4.77176 2.03467 -1.14410
H -4.26409 5.61166 -0.17808
H -2.86050 5.76690 -1.20355
H -2.64409 4.97212 0.37814
H 0.47262 3.20371 -3.67382
H 2.58783 4.29567 -3.15577
H 1.66896 4.39305 0.88270
H -0.49551 3.39912 0.49561
N -4.97404 -2.44792 -0.70153
C -4.55983 -1.62262 0.25567
C -5.16963 -1.50490 1.49489
C -6.27860 -2.29299 1.75297
C -6.72943 -3.15915 0.77075
C -6.04338 -3.19823 -0.43446
H -3.68516 -1.02787 0.00288
H -4.78627 -0.81734 2.23822
H -6.78465 -2.23287 2.70851
H -7.59132 -3.79137 0.93432
H -6.35670 -3.86289 -1.23145
N 0.19262 -2.84201 1.17379
C 0.59032 -2.57359 2.41995
C 0.70392 -3.52831 3.41640
C 0.38018 -4.83934 3.10791
C -0.03943 -5.14047 1.82294
C -0.11331 -4.11146 0.89820
H 0.82953 -1.53331 2.61938
H 1.03610 -3.25196 4.40754
H 0.45447 -5.61569 3.85881
H -0.30128 -6.15147 1.54193
H -0.43128 -4.30327 -0.12139
N 3.58084 5.79317 -4.66732
C 3.05389 6.93288 -5.11820
C 3.37697 7.50109 -6.33965
C 4.30317 6.85331 -7.14029
C 4.86452 5.66961 -6.69111
C 4.46994 5.18435 -5.45493
H 2.33647 7.40754 -4.45724
H 2.91542 8.42684 -6.65422
H 4.58368 7.26537 -8.10117
H 5.59156 5.13379 -7.28543
H 4.88123 4.25916 -5.06496
N 4.21482 -5.63236 0.11511
C 3.09502 -4.91225 0.05099
C 3.07025 -3.52557 0.03303
C 4.28002 -2.84952 0.08793
C 5.45424 -3.57719 0.15785
C 5.36616 -4.96185 0.16667
H 2.17640 -5.48680 0.01299
H 2.13865 -2.98733 -0.02199
H 4.30749 -1.76973 0.07661
H 6.41545 -3.08379 0.20326
H 6.25926 -5.57528 0.21641
N 5.72893 0.21160 0.21942
C 4.59254 0.89757 0.14762
C 4.51615 2.27787 0.12767
C 5.69642 2.99986 0.19032
C 6.89611 2.30782 0.26512
C 6.85771 0.91897 0.27391
H 3.68888 0.29475 0.10481
H 3.55822 2.76726 0.06254
H 5.68225 4.08252 0.17805
H 7.84100 2.83096 0.31477
H 7.77104 0.33725 0.32884
N -5.87762 -5.74938 4.36095
C -5.17575 -6.65738 5.03805
C -3.81823 -6.87667 4.85344
C -3.15249 -6.11234 3.90959
C -3.86474 -5.16407 3.19353
C -5.21840 -5.02327 3.45862
H -5.73827 -7.23430 5.76367
H -3.29892 -7.62673 5.43403
H -2.09289 -6.25342 3.73401
H -3.38255 -4.54658 2.44605
H -5.81388 -4.29402 2.92652
*
```



DFT (ωB97M-V with the def2-TZVPD basis set) results for C41H49BF6I2N9O4S4Y as an isolated structure.

The HOMO energy comes out at -0.26790 Eh. For the LUMO energy, the calculation gives 0.033 eV. Its frontier orbital gap is 0.2691 Ha.

Geometry as ORCA input:
```
! RIJCOSX wB97M-V def2-TZVPD def2/J DEFGRID3
* xyz 0 1
Y 0.90101 -0.83834 0.83151
C -0.93018 1.14056 -6.74413
C -0.23566 0.55138 -5.51720
C -0.81632 -0.84000 -5.24788
C 1.26877 0.48654 -5.78726
N -0.48849 1.42965 -4.34426
C -1.22356 2.60693 -4.35244
C -1.25236 3.06338 -3.08996
N -0.55085 2.19000 -2.28403
B -0.46555 2.44257 -0.73964
N 1.03680 2.94594 -0.50639
C 1.26406 4.13957 -1.17702
C 2.55924 4.46529 -1.06914
N 3.16904 3.47315 -0.32408
C 2.21423 2.56582 0.04503
S 2.55231 1.27644 1.10466
C 4.60913 3.49103 0.06940
C 5.29094 2.18860 -0.35691
C 4.71418 3.72926 1.57646
C 5.32155 4.63641 -0.65488
N -1.08823 1.30730 0.12491
C -0.91397 1.37423 1.60094
C -2.36298 1.17372 2.10349
N -2.98104 0.41493 1.00345
C -2.29851 0.74327 -0.15101
S -2.92702 0.47532 -1.68641
C -4.46873 0.17531 0.96330
C -4.77126 -1.10089 0.16823
C -5.06001 -0.03792 2.36037
C -5.18603 1.38921 0.36376
C -0.09355 1.20550 -3.06856
S 0.81229 -0.17957 -2.56781
H -0.73022 0.48884 -7.59275
H -0.54501 2.13184 -6.98527
H -2.01052 1.19535 -6.60535
H -0.82701 -1.40946 -6.17720
H -1.83870 -0.75693 -4.87501
H -0.22945 -1.39593 -4.51763
H 1.44980 -0.11753 -6.67655
H 1.81086 0.03895 -4.95549
H 1.66335 1.48853 -5.96208
H -1.66776 3.01964 -5.23540
H -1.75205 3.92140 -2.68027
H -1.13419 3.43164 -0.53624
H 0.47527 4.66615 -1.68036
H 3.08097 5.30460 -1.48088
H 4.85186 1.31862 0.12330
H 6.34737 2.24219 -0.09179
H 5.21337 2.06354 -1.43856
H 4.23700 2.92426 2.13054
H 4.22999 4.67171 1.83918
H 5.76553 3.78632 1.86232
H 5.19727 4.56745 -1.73609
H 6.38618 4.55466 -0.44110
H 4.98769 5.61626 -0.31118
H -0.56431 2.38148 1.87737
H -2.86059 2.14524 2.13529
H -4.08851 -1.90253 0.45932
H -4.67714 -0.94383 -0.90218
H -5.79007 -1.42343 0.38906
H -4.67702 -0.93864 2.83654
H -6.13694 -0.15417 2.24069
H -4.89881 0.81115 3.02048
H -4.82820 1.60596 -0.63928
H -5.03428 2.26925 0.99415
H -6.25667 1.18483 0.31435
I -2.17331 -0.82466 8.19619
C -2.23023 -0.18837 6.20081
C -2.34440 1.15280 5.90496
C -2.41131 1.52979 4.57166
I -2.73724 3.59645 4.28871
C -2.29437 0.62503 3.51024
O -0.09907 0.40342 2.05966
C -2.06675 -0.72352 3.84572
C -1.82143 -1.85079 2.85916
N -0.39236 -2.21978 2.67195
C 0.38932 -2.46681 3.88913
C 1.73953 -1.79050 3.87798
C 2.34392 -1.41117 5.06702
C 3.62225 -0.87951 5.02470
C 4.26828 -0.77855 3.80302
C 3.59207 -1.17542 2.66422
N 2.33531 -1.63525 2.69537
C -2.12651 -1.11416 5.18161
H -2.40725 1.89081 6.69095
H -2.38445 -2.72007 3.22116
H -2.20143 -1.58712 1.87479
H -0.40285 -3.06961 2.12270
H -0.13875 -2.10539 4.76482
H 0.55506 -3.54024 4.03343
H 1.81693 -1.52972 6.00517
H 4.10879 -0.55587 5.93574
H 5.27382 -0.39038 3.72646
H 4.06661 -1.14364 1.69005
H -2.09566 -2.16851 5.42624
F -1.22769 -7.13275 -2.65514
C -2.13424 -6.16851 -2.45021
F -2.64334 -5.83069 -3.64104
F -3.13296 -6.71272 -1.73028
C -1.54507 -4.98627 -1.72989
C -0.58490 -5.18242 -0.74752
C -0.10993 -4.07560 -0.07457
N -0.53754 -2.82986 -0.30942
C -1.43537 -2.65513 -1.27692
C -1.97330 -3.70380 -2.01010
H -0.19822 -6.16770 -0.53007
H 0.68874 -4.18691 0.65192
H -1.74705 -1.63799 -1.48696
H -2.70315 -3.50615 -2.78193
F 3.35958 -4.29903 -1.66975
C 2.97310 -3.14406 -2.21885
F 1.65408 -3.25264 -2.51340
F 3.62035 -3.00092 -3.38202
S 3.24406 -1.67650 -1.01394
O 4.61513 -1.90315 -0.54918
O 1.05150 0.05920 -1.04569
O 2.23343 -2.20767 0.01294
*
```



Per-record strongest force on any atom, Eh/bohr: 0.02014, 0.10936, 0.04191, 0.05259